Entry 1:
Here is C4H10N2 in the gas phase at a distorted geometry from the Open Molecules 2025 dataset. Energies are from wB97M-V/def2-TZVPD.

Output
calculated total energy: -7288.9339 eV
HOMO energy: -9.25 eV
orbital gap: 10.2 eV
E_LUMO: 1.00 eV
net charge: 0
strongest force on any atom: 2.31 eV/Å

Last column: natural (NBO) charge in e.
Positions of all 16 atoms, in Å:
C1 -2.0665 -0.1125 -0.9863  -0.636
H1 -0.1140 -0.1177 1.5761  0.188
H2 1.2992 -1.8480 -0.1837  0.315
N1 2.1069 -1.4050 0.2755  -0.617
H3 -1.3238 -0.8972 -1.2295  0.189
H4 -0.1236 1.6498 1.1073  0.196
C2 -1.7579 0.6030 0.3150  -0.415
C3 -0.2376 0.6167 0.7867  -0.211
H5 0.2346 0.0131 -1.1127  0.375
C4 1.9044 -0.1508 0.1117  0.284
H6 -1.9631 1.6573 0.1815  0.209
H7 -2.9822 -0.6991 -1.0771  0.226
H8 2.6397 0.5505 0.4942  0.160
H9 -2.3609 0.1231 1.0838  0.217
N2 0.7175 0.4478 -0.3485  -0.696
H10 -2.0543 0.4444 -1.9300  0.216

Entry 2:
Here is a molecular structure, C4H10N2 at a distorted geometry from the Open Molecules 2025 dataset. Energies are from wB97M-V/def2-TZVPD.

Output
calculated total energy: -7287.5526 eV
HOMO energy: -7.99 eV
orbital gap: 9.0 eV
E_LUMO: 0.96 eV
net charge: 0
strongest force on any atom: 4.12 eV/Å

Last column: natural (NBO) charge in e.
Positions of all 16 atoms, in Å:
C1 -1.7478 0.8699 0.5797  -0.667
C2 -0.8076 -0.0440 -0.1601  0.334
H1 -2.7157 0.3900 0.7055  0.247
C3 0.1701 0.5542 -1.1388  -0.288
C4 1.7543 -0.9665 0.4050  -0.384
H2 1.0118 1.2637 0.6883  0.396
N1 -0.9747 -1.3463 -0.0284  -0.813
H3 1.8459 -1.6222 -0.4548  0.209
H4 -1.3430 1.0842 1.5689  0.217
N2 1.0348 0.4833 0.0370  -0.617
H5 -1.9095 1.8182 0.0659  0.207
H6 0.5032 -0.1360 -1.9136  0.203
H7 -0.0334 1.5823 -1.4354  0.205
H8 -0.7511 -1.8678 -0.8745  0.325
H9 1.2366 -1.4592 1.2270  0.222
H10 2.7261 -0.6039 0.7285  0.203

Entry 3:
Here is C4H10N2 in the gas phase at a distorted geometry from the Open Molecules 2025 dataset. Energies are from wB97M-V/def2-TZVPD.

Output
calculated total energy: -7288.5131 eV
HOMO energy: -8.12 eV
orbital gap: 9.1 eV
E_LUMO: 1.01 eV
net charge: 0
strongest force on any atom: 3.95 eV/Å

Last column: natural (NBO) charge in e.
Positions of all 16 atoms, in Å:
C1 -1.3922 1.1857 1.1921  -0.408
H1 -1.9314 0.7469 2.0264  0.208
C2 2.3008 -0.3671 -1.3958  -0.418
H2 2.4844 0.5413 -1.9455  0.188
H3 -1.4533 -1.6110 -0.8333  0.221
H4 -0.4914 1.5589 1.7164  0.191
H5 2.3798 -1.2748 -1.9682  0.198
H6 1.0455 1.2121 0.3569  0.122
H7 3.2087 -0.4726 -0.6772  0.168
H8 -2.5297 -0.9214 0.4962  0.199
N1 1.0352 -0.3317 -0.9217  -0.510
H9 -1.7899 2.0407 0.6998  0.195
N2 -0.7953 0.2062 0.3306  -0.445
H10 -1.0740 -1.8523 0.8780  0.188
C3 -1.4833 -1.0866 0.2017  -0.413
C4 0.4860 0.4258 -0.1564  0.314

Entry 4:
Here is C4H10N2 in the gas phase at a distorted geometry from the Open Molecules 2025 dataset. Energies are from wB97M-V/def2-TZVPD.

Output
calculated total energy: -7282.8887 eV
HOMO energy: -7.47 eV
orbital gap: 5.1 eV
E_LUMO: -2.35 eV
net charge: 0
strongest force on any atom: 5.17 eV/Å

Last column: natural (NBO) charge in e.
Positions of all 16 atoms, in Å:
H1 -1.1408 -1.1455 -0.1131  0.190
C1 -0.2003 -1.1915 0.4855  -0.293
C2 -0.7218 1.3426 0.9258  -0.460
H2 -0.1003 2.2694 1.4088  0.224
H3 -1.8760 1.4169 1.1543  0.218
H4 -0.2025 -0.1192 2.3988  0.258
H5 1.5940 -0.5757 -2.2259  0.214
C3 0.0023 0.1556 1.3571  -0.480
H6 -0.0279 -1.2641 -2.2248  0.177
H7 -0.3712 -2.0229 1.1605  0.211
H8 -0.5124 0.9398 -0.5010  0.314
N1 0.9465 -1.4834 -0.5026  -0.295
H9 0.8476 1.3063 -1.2718  0.340
C4 0.6289 -0.6371 -1.6778  -0.143
H10 1.1278 0.2453 1.1531  0.226
N2 0.0059 0.7634 -1.5269  -0.701

Entry 5:
Here is 2 unconnected molecules or ions with the total composition C4H10N2 at a distorted geometry from the Open Molecules 2025 dataset. Energies are from wB97M-V/def2-TZVPD.

Output
calculated total energy: -7264.9085 eV
HOMO energy (spin up / spin down): -19.84 / -19.81 eV
orbital gap (spin up / spin down): 8.2 / 8.2 eV
E_LUMO (spin up / spin down): -11.62 / -11.62 eV
net charge: +2
strongest force on any atom: 4.69 eV/Å

Last column: natural (NBO) charge in e.
Positions of all 16 atoms, in Å:
H1 1.0760 -1.9346 -0.3289  0.279
H2 -4.0044 0.4400 0.8328  0.520
C1 1.7925 1.2595 -0.1724  -0.477
H3 -3.6194 -1.0418 -0.1736  0.492
N1 -3.4565 0.0040 -0.0470  -0.728
H4 -3.8252 0.2617 -0.9359  0.482
H5 1.3669 2.1858 0.0979  0.286
H6 1.8868 1.1074 -1.2806  0.259
C2 -0.9074 0.0691 0.0474  0.190
N2 1.2954 0.0648 0.3753  -0.195
H7 2.1727 -1.5595 0.9605  0.278
H8 1.2404 0.2116 1.4063  0.462
H9 2.3962 -1.2339 -1.0060  0.290
H10 2.8357 1.4266 0.2049  0.316
C3 -2.1135 0.0119 0.0619  -0.028
C4 1.8639 -1.2726 -0.0426  -0.426

Entry 6:
Here is a gas-phase ion, C4H10N2O (charge -1) at a distorted geometry from the Open Molecules 2025 dataset. Energies are from wB97M-V/def2-TZVPD.

Output
⟨S²⟩: 0.753
calculated total energy: -9335.9256 eV
spin multiplicity: 2
HOMO energy (spin up / spin down): 0.93 / -3.49 eV
orbital gap (spin up / spin down): 3.2 / 7.4 eV
E_LUMO (spin up / spin down): 4.10 / 3.93 eV
net charge: -1
strongest force on any atom: 2.24 eV/Å

Last column: Löwdin spin population.
Positions of all 17 atoms, in Å:
H1 0.7543 1.3003 -0.2450  0.013
H2 2.7128 -1.9660 -0.0593  0.037
C1 0.2530 0.4342 -0.6459  0.044
C2 -2.0781 -0.0110 0.0566  0.015
H3 1.9548 -0.1350 -1.8163  0.071
N1 -2.7659 1.2551 0.4410  0.005
H4 -2.6078 -0.8539 0.5144  0.002
O1 2.4582 -0.2527 0.9993  0.254
C3 1.2633 -0.6122 -1.0653  0.118
H5 -2.9167 1.8377 -0.3697  0.003
H6 -2.1947 1.7781 1.0923  0.002
H7 -2.1480 -0.1046 -1.0312  0.002
C4 2.1521 -1.0132 0.0633  0.401
H8 0.7671 -1.4690 -1.5050  0.006
N2 -0.6931 -0.0937 0.3513  0.011
H9 -0.4239 0.2423 1.2667  0.000
H10 -0.3067 0.7281 -1.5393  0.015

Entry 7:
Here is C4H10N2O in the gas phase at a distorted geometry from the Open Molecules 2025 dataset. Energies are from wB97M-V/def2-TZVPD.

Output
calculated total energy: -9336.3433 eV
HOMO energy: -8.82 eV
orbital gap: 9.5 eV
E_LUMO: 0.69 eV
net charge: 0
strongest force on any atom: 6.63 eV/Å

Last column: natural (NBO) charge in e.
Positions of all 17 atoms, in Å:
C1 1.0814 -1.0111 0.8204  -0.636
C2 0.5330 0.1299 -0.0111  0.024
H1 -0.8356 0.8728 1.4566  0.396
H2 1.4187 -0.6137 1.7798  0.212
H3 0.3196 -1.7551 1.0471  0.205
H4 2.4250 0.7008 -0.8756  0.201
H5 -0.0190 -0.2482 -1.0877  0.149
C3 -1.6722 0.3715 -0.5454  0.775
H6 1.0763 1.8652 -1.1263  0.226
H7 1.8803 1.7123 0.4500  0.205
N1 -2.0980 -0.9551 -0.5881  -0.881
H8 -1.4357 -1.6952 -0.4311  0.392
H9 1.9409 -1.4784 0.3443  0.218
C4 1.5466 1.1677 -0.4347  -0.616
N2 -0.6379 0.7421 0.4783  -0.734
H10 -3.0883 -1.0800 -0.4364  0.417
O1 -2.4353 1.2745 -0.8403  -0.553

Entry 8:
Here is C4H10N2O in the gas phase at a distorted geometry from the Open Molecules 2025 dataset. Energies are from wB97M-V/def2-TZVPD.

Output
calculated total energy: -9336.6550 eV
HOMO energy: -8.92 eV
orbital gap: 9.8 eV
E_LUMO: 0.91 eV
net charge: 0
strongest force on any atom: 2.49 eV/Å

Last column: natural (NBO) charge in e.
Positions of all 17 atoms, in Å:
N1 -0.5791 -0.2605 -0.1808  -0.658
C1 1.6477 -1.0099 -1.6006  0.468
H1 -2.3878 0.6836 2.3447  0.364
H2 -2.6454 1.1705 0.7239  0.362
H3 0.2494 1.3095 -1.1803  0.195
N2 -2.0090 0.8140 1.4199  -0.872
C2 1.9119 0.0742 -0.5275  -0.524
H4 -2.0841 -1.2230 0.9137  0.164
H5 1.2916 -1.8837 -1.0200  0.104
C3 -1.3413 -0.4133 1.0480  -0.039
H6 2.5878 0.8544 -0.8992  0.225
H7 -0.6080 -0.7494 1.8689  0.173
C4 0.5400 0.7049 -0.2665  -0.216
H8 -1.2655 -0.0850 -0.9115  0.356
H9 0.5580 1.3590 0.6306  0.207
H10 2.2673 -0.3937 0.4096  0.212
O1 1.8665 -0.9515 -2.7729  -0.521

Entry 9:
Here is C4H10N2O in the gas phase at a distorted geometry from the Open Molecules 2025 dataset. Energies are from wB97M-V/def2-TZVPD.

Output
calculated total energy: -9336.9239 eV
HOMO energy: -9.15 eV
orbital gap: 10.0 eV
E_LUMO: 0.89 eV
net charge: 0
strongest force on any atom: 2.10 eV/Å

Last column: natural (NBO) charge in e.
Positions of all 17 atoms, in Å:
O1 1.6467 -1.0002 1.0868  -0.570
H1 -2.8096 -0.3770 0.2596  0.183
H2 -0.5653 -0.4842 -0.8333  0.193
C1 -0.3284 -0.0850 0.1635  -0.348
N1 -1.0507 -0.5436 1.3790  -0.606
H3 -0.6664 0.9602 0.1530  0.204
C2 -2.3639 -1.0431 1.0073  -0.418
C3 1.6689 1.1550 -1.6673  -0.407
H4 2.5172 1.7014 -2.0592  0.217
H5 -3.0949 -1.0447 1.8083  0.198
H6 -0.4720 -1.3185 1.6926  0.371
H7 0.8213 1.8473 -1.7118  0.182
H8 2.5354 1.2721 0.3678  0.410
N2 1.9141 0.8303 -0.2914  -0.682
H9 1.4521 0.2872 -2.2785  0.203
C4 1.1830 -0.1465 0.3784  0.697
H10 -2.3875 -2.0109 0.5452  0.173

Entry 10:
Here is C4H10N2O in the gas phase at a distorted geometry from the Open Molecules 2025 dataset. Energies are from wB97M-V/def2-TZVPD.

Output
calculated total energy: -9336.7864 eV
HOMO energy: -9.63 eV
orbital gap: 10.4 eV
E_LUMO: 0.79 eV
net charge: 0
strongest force on any atom: 2.10 eV/Å

Last column: natural (NBO) charge in e.
Positions of all 17 atoms, in Å:
N1 0.1685 -2.0847 -1.8213  -0.821
C1 0.1742 0.1208 0.7066  -0.153
H1 0.7271 0.4670 -1.2674  0.223
O1 1.4348 2.1552 0.8291  -0.512
C2 0.4218 1.5604 1.0953  0.430
H2 1.0892 -1.7857 -1.5240  0.352
H3 -1.4445 -1.5171 -0.6286  0.162
H4 -0.5493 -0.5966 2.4750  0.366
H5 1.0217 -0.5462 0.8077  0.188
N2 -0.8994 -0.4045 1.5486  -0.859
H6 -0.8790 1.0712 -0.8848  0.216
H7 -1.5189 -0.8234 -2.2029  0.196
H8 -0.5001 2.1581 1.2485  0.120
C3 -0.2221 0.2016 -0.7942  -0.409
H9 -0.1404 -2.8531 -1.2432  0.352
C4 -0.8367 -1.0476 -1.3849  -0.217
H10 -1.4564 -1.1705 1.2120  0.367

Entry 11:
Here is C4H10N2O in the gas phase at a distorted geometry from the Open Molecules 2025 dataset. Energies are from wB97M-V/def2-TZVPD.

Output
calculated total energy: -9337.0616 eV
HOMO energy: -9.11 eV
orbital gap: 10.0 eV
E_LUMO: 0.91 eV
net charge: 0
strongest force on any atom: 3.27 eV/Å

Last column: natural (NBO) charge in e.
Positions of all 17 atoms, in Å:
H1 -0.4569 -2.6657 -2.4263  0.205
H2 -0.3240 1.5735 0.7282  0.218
H3 0.1568 1.1628 3.6412  0.169
O1 1.1904 0.5504 -1.1849  -0.624
H4 -0.8121 -1.6790 -0.2416  0.401
C1 -0.7957 0.8362 3.1473  -0.423
C2 0.1636 0.5928 0.9314  -0.299
H5 -0.3929 -0.9710 2.2396  0.360
C3 0.1415 -1.7555 -2.1970  -0.423
N1 -0.2271 -1.2009 -0.8791  -0.624
C4 0.4317 -0.0605 -0.4422  0.667
H6 1.0715 0.7505 1.3638  0.191
H7 -1.3703 1.8345 2.9718  0.200
H8 -1.2234 0.2301 3.9090  0.202
N2 -0.6523 -0.0574 1.9218  -0.640
H9 -0.2998 -1.2104 -3.0041  0.204
H10 1.1892 -1.8913 -2.4300  0.218

Entry 12:
Here is C4H10N2O in the gas phase at a distorted geometry from the Open Molecules 2025 dataset. Energies are from wB97M-V/def2-TZVPD.

Output
calculated total energy: -9337.4011 eV
HOMO energy: -8.94 eV
orbital gap: 9.8 eV
E_LUMO: 0.85 eV
net charge: 0
strongest force on any atom: 1.82 eV/Å

Last column: natural (NBO) charge in e.
Positions of all 17 atoms, in Å:
H1 0.6000 -2.1221 0.3028  0.180
H2 -1.4046 -0.7228 -2.0792  0.241
H3 0.6075 0.9089 1.5051  0.170
C1 -0.0409 0.5968 -0.5175  0.680
N1 -0.7262 -0.5361 -0.0916  -0.457
H4 0.5359 -0.9086 1.5330  0.205
H5 2.3520 1.6268 -0.4475  0.380
C2 -0.0829 -1.4576 0.8361  -0.400
H6 -1.1350 -2.2395 -1.2361  0.191
O1 0.0314 0.9328 -1.6772  -0.588
C3 0.4750 1.4948 0.5869  -0.300
H7 -2.5857 -1.1663 -0.8999  0.202
H8 -0.2739 2.2485 0.7941  0.214
N2 1.7452 2.0941 0.1988  -0.857
C4 -1.5123 -1.2248 -1.1142  -0.431
H9 -0.8092 -2.0752 1.3481  0.204
H10 2.2236 2.5504 0.9583  0.365

Entry 13:
Here is C4H10N2O in the gas phase at a distorted geometry from the Open Molecules 2025 dataset. Energies are from wB97M-V/def2-TZVPD.

Output
calculated total energy: -9337.2996 eV
HOMO energy: -8.37 eV
orbital gap: 9.3 eV
E_LUMO: 0.90 eV
net charge: 0
strongest force on any atom: 1.02 eV/Å

Last column: natural (NBO) charge in e.
Positions of all 17 atoms, in Å:
H1 1.6269 1.5237 2.0761  0.175
H2 -2.8458 -1.2699 -1.0281  0.189
O1 0.3386 0.0739 -2.4105  -0.589
N1 1.6190 0.5057 0.2137  -0.639
C1 2.0561 0.6479 1.5822  -0.399
H3 -0.0164 -0.7560 0.7137  0.170
H4 -1.9691 -1.0547 0.4944  0.202
H5 -3.2141 0.1082 0.0619  0.205
H6 1.5505 1.3114 -0.3799  0.383
C2 0.6747 -0.5321 -0.0969  -0.295
H7 3.1276 0.8426 1.6134  0.191
N2 -1.4446 0.2990 -1.0452  -0.630
C3 -2.4251 -0.5348 -0.3361  -0.410
C4 -0.1425 -0.0934 -1.3142  0.679
H8 -1.8753 0.6899 -1.8739  0.384
H9 1.8023 -0.2680 2.0997  0.195
H10 1.1373 -1.4934 -0.3705  0.189

Entry 14:
Here is C4H10N2O in the gas phase from the Open Molecules 2025 dataset. Energies are from wB97M-V/def2-TZVPD.

Output
calculated total energy: -9338.3647 eV
HOMO energy: -9.38 eV
orbital gap: 10.3 eV
E_LUMO: 0.92 eV
net charge: 0
strongest force on any atom: 0.91 eV/Å

Last column: natural (NBO) charge in e.
Positions of all 17 atoms, in Å:
H1 -1.3098 -0.5854 -0.7417  0.196
H2 1.1331 0.8907 -1.7636  0.205
O1 -0.6539 -0.2553 2.0770  -0.606
H3 -0.7317 -0.9913 -2.3207  0.163
C1 0.3485 -0.2808 1.3952  0.672
N1 1.3087 -1.2399 1.5567  -0.841
C2 0.6514 0.1646 -1.1073  -0.391
H4 -2.4369 0.6957 -2.2357  0.357
C3 0.6326 0.7414 0.3263  -0.510
C4 -0.7528 -0.1833 -1.5811  -0.222
N2 -1.4875 0.9826 -2.0796  -0.833
H5 1.6103 1.1971 0.4669  0.216
H6 2.2288 -1.1676 1.1666  0.394
H7 1.0590 -2.0092 2.1541  0.403
H8 1.2309 -0.7559 -1.1488  0.201
H9 -1.1010 1.2937 -2.9606  0.348
H10 -0.1344 1.5129 0.3653  0.247